A structure of composition C26H40BrNOP2Ru at a distorted geometry, computed with ωB97M-V/def2-TZVPD.

```
! RIJCOSX wB97M-V def2-TZVPD def2/J DEFGRID3
* xyz 4 5
N -5.584 -1.791 4.137
C -4.500 -1.067 4.427
C -4.098 0.007 3.635
C -4.846 0.291 2.473
C -5.972 -0.500 2.164
C -6.319 -1.509 3.064
C -4.372 1.286 1.563
Ru 0.181 1.201 -2.266
P 3.411 0.483 -2.277
C -4.782 1.353 0.247
C -3.922 2.018 -0.688
C -3.914 1.611 -2.048
C -2.688 1.563 -2.703
C -1.560 2.015 -1.968
C -1.705 2.935 -0.896
C -2.909 2.902 -0.216
Br 1.529 2.227 -4.011
H -3.520 1.880 1.908
H -5.565 0.679 -0.153
H -3.229 0.607 3.892
H -6.550 -0.329 1.252
H -3.920 -1.334 5.303
H -7.220 -2.096 2.864
H -4.836 1.210 -2.476
H -3.029 3.421 0.738
H -2.562 1.174 -3.721
H -0.879 3.598 -0.622
P -0.191 -0.966 -1.506
C 4.102 2.081 -1.642
C 4.979 2.951 -2.524
H 4.631 1.787 -0.724
H 3.231 2.671 -1.308
H 5.145 3.891 -1.984
H 5.976 2.518 -2.692
H 4.484 3.191 -3.476
C 3.894 -0.014 -3.982
C 5.263 0.438 -4.453
H 3.113 0.407 -4.642
H 3.783 -1.108 -4.030
H 5.248 0.435 -5.548
H 5.491 1.457 -4.129
H 6.058 -0.243 -4.129
C 4.159 -0.767 -1.166
C 5.662 -0.550 -1.117
H 3.886 -1.757 -1.559
H 3.693 -0.646 -0.171
H 6.095 -1.366 -0.536
H 6.109 -0.566 -2.118
H 5.913 0.389 -0.615
C 0.879 -1.708 -0.181
C 1.719 -2.939 -0.568
H 0.208 -1.947 0.667
H 1.533 -0.889 0.183
H 1.271 -3.871 -0.189
H 1.830 -3.049 -1.653
H 2.730 -2.868 -0.139
C -0.017 -2.016 -3.009
C -1.007 -1.656 -4.119
H -0.109 -3.080 -2.734
H 1.013 -1.864 -3.374
H -0.781 -2.252 -5.016
H -2.044 -1.877 -3.824
H -0.934 -0.590 -4.389
C -1.928 -1.149 -0.871
C -2.250 -1.841 0.461
H -2.494 -1.623 -1.686
H -2.296 -0.113 -0.832
H -3.344 -1.836 0.599
H -1.915 -2.885 0.479
H -1.821 -1.310 1.320
O 1.439 1.760 0.422
C 0.954 1.534 -0.642
*
```

Computed properties:
frontier orbital gap (spin up / spin down) = 4.2 / 4.4 eV
HOMO energy (spin up / spin down) = -18.75 / -20.18 eV
⟨S²⟩ = 6.061
ΔE to the lowest compared entry with this formula, charge and spin = 125.55 kJ/mol

Löwdin population analysis, charges in e, atoms 1 to 4: 0.161, 0.032, 0.117, -0.166


A cluster of 2 separate species, C4H3FO5 in total at a distorted geometry, computed with ωB97M-V/def2-TZVPD.

```
! RIJCOSX wB97M-V def2-TZVPD def2/J DEFGRID3
* xyz -2 1
C -2.663 2.317 0.818
C -0.060 2.507 0.287
C -0.019 -0.174 0.049
C -1.351 1.661 0.352
O -3.069 3.251 0.174
O 0.386 3.087 -0.727
O -3.087 1.767 1.810
O 0.170 2.530 1.535
O -1.172 0.413 0.591
F -0.848 -0.177 -2.532
H 0.727 0.565 0.154
H -0.029 -0.273 -0.985
H 0.127 -1.200 0.586
*
```

Computed properties:
frontier orbital gap = 8.0 eV
HOMO energy = -1.38 eV
ΔE to the lowest compared entry with this formula, charge and spin = 157.90 kJ/mol

Löwdin population analysis, charges in e, atoms 1 to 4: -0.751, -0.658, -0.062, 0.015


The molecule C3H3Cl3 at a distorted geometry, computed with ωB97M-V/def2-TZVPD.

```
! RIJCOSX wB97M-V def2-TZVPD def2/J DEFGRID3
* xyz 0 1
C 0.525 0.569 0.703
C -0.125 -0.589 -0.073
C -0.743 -0.434 -1.211
H 1.507 0.242 1.010
H -1.045 0.574 -1.526
H -0.826 -1.269 -1.883
Cl -0.256 0.881 2.283
Cl 0.714 2.092 -0.002
Cl 0.248 -2.066 0.697
*
```

Computed properties:
SMILES = C=C(Cl)C(Cl)Cl
frontier orbital gap = 10.9 eV
HOMO energy = -10.17 eV
ΔE to the lowest compared entry with this formula, charge and spin = 29.96 kJ/mol

Löwdin population analysis, charges in e, atoms 1 to 4: -1.204, -0.850, -0.013, 0.035


A cluster of 10 separate species, C14H48O10 in total at a distorted geometry, computed with ωB97M-V/def2-TZVPD.

```
! RIJCOSX wB97M-V def2-TZVPD def2/J DEFGRID3
* xyz -1 2
C -5.375 0.397 1.198
C -4.336 -0.568 1.752
C -2.919 -0.213 1.298
O -4.390 -0.564 3.200
H -5.240 1.361 1.689
H -6.370 -0.027 1.331
H -5.147 0.566 0.146
H -4.403 -1.622 1.480
H -2.149 -0.864 1.712
H -2.663 0.806 1.589
H -2.954 -0.316 0.214
H -5.285 -0.772 3.478
C 0.679 -4.489 -0.093
C 1.975 -5.211 -0.417
C 2.508 -4.913 -1.825
O 2.972 -5.050 0.590
H 0.485 -4.604 0.974
H -0.242 -4.793 -0.592
H 0.755 -3.442 -0.385
H 1.683 -6.261 -0.432
H 1.842 -5.236 -2.625
H 3.379 -5.557 -1.944
H 2.792 -3.868 -1.950
H 3.217 -4.122 0.593
C 2.286 2.528 2.198
O 1.787 3.100 1.036
H 3.186 1.956 1.972
H 2.625 3.350 2.828
H 1.627 1.925 2.823
H 1.737 4.031 1.265
C -1.081 2.546 3.568
O -2.403 3.081 3.571
H -0.735 2.218 4.548
H -1.042 1.692 2.892
H -0.382 3.277 3.161
H -2.942 2.495 4.107
C 0.327 -0.066 0.150
O 0.274 1.143 -0.558
H 1.221 -0.618 -0.139
H 0.307 0.105 1.227
H -0.499 -0.696 -0.177
H 0.885 1.704 -0.076
C 4.053 -1.531 -0.834
O 3.645 -2.410 0.179
H 3.234 -0.882 -1.144
H 4.854 -0.871 -0.502
H 4.506 -2.062 -1.671
H 4.039 -2.098 0.997
C 4.387 2.579 -1.424
O 5.028 2.627 -2.688
H 4.293 3.610 -1.085
H 3.408 2.103 -1.480
H 4.913 2.029 -0.644
H 5.944 2.907 -2.614
C -1.794 3.631 0.534
O -2.948 4.241 1.030
H -0.856 3.958 0.983
H -1.934 2.560 0.680
H -1.702 3.819 -0.536
H -2.883 4.034 1.965
C -0.619 2.047 -4.030
O -1.035 1.518 -2.775
H 0.468 1.969 -4.018
H -1.039 1.433 -4.827
H -0.964 3.073 -4.159
H -0.412 1.667 -2.059
C -2.429 -2.052 -2.558
O -1.998 -3.250 -1.955
H -2.219 -1.120 -2.033
H -1.949 -1.982 -3.534
H -3.500 -2.022 -2.756
H -2.484 -3.937 -2.417
*
```

Computed properties:
frontier orbital gap (spin up / spin down) = 2.0 / 9.5 eV
HOMO energy (spin up / spin down) = 0.38 / -7.20 eV
⟨S²⟩ = 0.750
ΔE to the lowest compared entry with this formula, charge and spin = 198.98 kJ/mol

Löwdin population analysis, charges in e, atoms 1 to 4: -0.047, -0.474, -0.054, -0.074


A structure of composition C20H66O17 at a distorted geometry, computed with ωB97M-V/def2-TZVPD.

```
! RIJCOSX wB97M-V def2-TZVPD def2/J DEFGRID3
* xyz 0 1
C 2.500 -4.692 -0.228
O 1.392 -4.209 -0.938
C 0.191 -4.936 -0.761
C -0.962 -4.121 -1.238
O -1.371 -3.232 -0.222
C -2.572 -2.573 -0.537
H 2.312 -4.693 0.855
H 3.341 -4.018 -0.395
H 2.796 -5.702 -0.540
H 0.044 -5.074 0.322
H 0.252 -5.922 -1.234
H -1.798 -4.777 -1.522
H -0.703 -3.563 -2.150
H -2.580 -2.232 -1.580
H -2.724 -1.749 0.150
H -3.399 -3.295 -0.476
C 2.113 -1.265 2.367
O 2.421 -1.329 0.985
C 1.293 -1.093 0.194
C 1.624 -1.181 -1.263
O 2.463 -0.120 -1.697
C 2.717 -0.178 -3.062
H 1.324 -1.988 2.617
H 1.852 -0.253 2.671
H 3.008 -1.568 2.911
H 0.935 -0.065 0.376
H 0.476 -1.796 0.389
H 0.673 -1.131 -1.824
H 2.114 -2.102 -1.592
H 3.612 0.408 -3.289
H 1.933 0.295 -3.682
H 2.908 -1.189 -3.436
C -1.696 -0.125 3.724
O -2.556 0.914 4.169
C -3.628 0.412 4.904
C -4.683 1.474 5.089
O -4.415 2.430 6.064
C -3.350 3.305 5.753
H -1.437 -0.802 4.548
H -0.770 0.300 3.334
H -2.138 -0.741 2.934
H -3.261 0.043 5.871
H -4.100 -0.443 4.396
H -5.623 1.008 5.381
H -4.821 1.961 4.108
H -3.448 4.189 6.377
H -3.405 3.621 4.704
H -2.381 2.833 5.923
C -5.093 5.256 -0.857
O -4.104 4.389 -1.299
C -4.652 3.222 -1.877
C -3.572 2.322 -2.405
O -2.674 1.975 -1.394
C -1.580 1.235 -1.869
H -5.650 5.745 -1.667
H -4.600 6.028 -0.268
H -5.799 4.723 -0.204
H -5.337 3.465 -2.707
H -5.245 2.682 -1.117
H -3.060 2.788 -3.265
H -4.080 1.450 -2.862
H -1.122 1.710 -2.745
H -1.849 0.191 -2.073
H -0.809 1.258 -1.097
O 3.480 3.408 -2.647
H 3.913 3.071 -3.438
H 4.128 3.988 -2.231
O 1.741 2.611 -0.518
H 1.999 1.682 -0.454
H 2.207 2.921 -1.315
O 5.758 -1.591 -2.931
H 5.494 -2.509 -2.816
H 5.606 -1.210 -2.050
O -1.219 -3.143 2.788
H -0.867 -3.021 1.898
H -0.518 -3.578 3.284
O 4.811 -3.356 -5.658
H 5.608 -3.466 -5.131
H 4.080 -3.425 -5.026
C 1.215 4.314 1.945
O 1.613 3.148 1.224
H 0.854 3.977 2.910
H 2.069 4.990 2.030
H 0.410 4.811 1.401
H 1.792 3.403 0.312
C -1.853 2.823 1.145
O -2.134 3.225 2.493
H -2.753 2.425 0.661
H -1.525 3.684 0.569
H -1.055 2.071 1.107
H -2.279 2.444 3.057
C 5.315 0.019 0.097
O 5.020 -1.358 -0.153
H 6.383 0.126 0.250
H 4.972 0.645 -0.741
H 4.754 0.402 0.957
H 4.071 -1.461 0.019
C 1.409 -3.497 -4.392
O 2.606 -3.776 -3.685
H 0.660 -2.947 -3.818
H 1.666 -2.877 -5.259
H 0.966 -4.399 -4.832
H 2.356 -4.050 -2.790
*
```

Computed properties:
frontier orbital gap = 8.5 eV
HOMO energy = -8.23 eV
ΔE to the lowest compared entry with this formula, charge and spin = 714.26 kJ/mol

Löwdin population analysis, charges in e, atoms 1 to 4: -0.087, -0.233, -0.174, -0.199


A cluster of 7 separate species, C33H55NO19 in total at a distorted geometry, computed with ωB97M-V/def2-TZVPD.

```
! RIJCOSX wB97M-V def2-TZVPD def2/J DEFGRID3
* xyz 0 1
C 26.846 -0.803 7.052
C 25.757 -1.735 6.551
C 24.682 -2.021 7.597
O 23.457 -1.912 6.849
C 23.696 -1.233 5.694
O 22.840 -0.810 4.989
O 25.017 -1.110 5.487
H 26.333 0.081 7.436
H 27.572 -0.552 6.284
H 27.336 -1.306 7.887
H 26.188 -2.666 6.180
H 24.649 -1.290 8.408
H 24.739 -3.029 7.998
C 33.433 5.004 -0.347
C 33.937 3.585 -0.253
C 33.996 3.017 1.168
O 33.076 1.929 1.159
C 32.568 1.753 -0.076
O 31.761 0.921 -0.341
O 33.019 2.692 -0.927
H 34.210 5.702 -0.040
H 32.520 5.141 0.234
H 33.180 5.230 -1.385
H 34.877 3.504 -0.799
H 33.663 3.747 1.910
H 34.984 2.692 1.495
C 24.279 -4.452 3.404
C 24.248 -3.326 2.409
C 24.643 -3.715 0.984
O 23.382 -3.851 0.302
C 22.409 -3.289 1.041
O 21.278 -3.146 0.696
O 22.888 -2.874 2.230
H 23.774 -4.159 4.328
H 25.294 -4.704 3.717
H 23.792 -5.344 3.007
H 24.813 -2.448 2.717
H 25.149 -4.671 0.879
H 25.215 -2.911 0.524
C 21.613 1.463 -0.530
C 22.795 1.402 0.413
C 22.652 0.412 1.557
O 24.023 -0.015 1.734
C 24.660 0.117 0.554
O 25.713 -0.386 0.298
O 23.922 0.845 -0.301
H 21.780 2.133 -1.368
H 20.726 1.785 0.022
H 21.390 0.456 -0.887
H 23.062 2.410 0.740
H 22.074 -0.467 1.270
H 22.314 0.850 2.489
C 30.498 -1.277 1.919
C 29.360 -1.199 2.915
C 28.022 -1.771 2.418
O 27.581 -2.562 3.527
C 28.581 -2.740 4.414
O 28.481 -3.446 5.366
O 29.613 -1.924 4.125
H 31.328 -0.770 2.418
H 30.255 -0.688 1.035
H 30.775 -2.299 1.666
H 29.217 -0.148 3.190
H 28.110 -2.398 1.529
H 27.276 -1.004 2.220
C 29.114 -3.198 -2.903
C 28.852 -3.101 -1.424
C 27.560 -3.795 -1.006
O 27.903 -4.570 0.133
C 29.252 -4.616 0.266
O 29.837 -5.181 1.128
O 29.836 -3.871 -0.701
H 28.222 -2.923 -3.465
H 29.434 -4.214 -3.129
H 29.921 -2.534 -3.213
H 28.936 -2.074 -1.070
H 27.151 -4.434 -1.792
H 26.771 -3.084 -0.767
C 26.841 3.934 3.887
C 27.431 2.587 3.457
C 27.625 2.514 1.935
C 28.850 3.255 1.444
C 30.104 2.817 2.187
C 29.969 2.886 3.704
N 28.716 2.212 4.073
O 28.560 2.212 5.491
C 31.142 2.120 4.331
C 30.046 4.343 4.185
C 26.445 1.483 3.825
H 26.932 4.087 4.961
H 25.781 3.920 3.624
H 27.291 4.779 3.370
H 27.700 1.450 1.691
H 26.709 2.919 1.497
H 28.707 4.329 1.621
H 28.992 3.144 0.368
H 30.932 3.450 1.854
H 30.374 1.798 1.891
H 32.028 2.755 4.329
H 30.925 1.864 5.365
H 31.337 1.196 3.785
H 29.921 4.394 5.269
H 31.008 4.793 3.932
H 29.269 4.966 3.749
H 25.515 1.623 3.267
H 26.180 1.466 4.883
H 26.827 0.487 3.599
H 28.790 1.311 5.740
*
```

Computed properties:
SMILES = CC1(C)CCCC(C)(C)N1O.C[C@H]1COC(=O)O1.C[C@H]1COC(=O)O1.C[C@H]1COC(=O)O1.C[C@H]1COC(=O)O1.C[C@H]1COC(=O)O1.C[C@H]1COC(=O)O1
frontier orbital gap = 9.1 eV
HOMO energy = -8.71 eV

Löwdin population analysis, charges in e, atoms 1 to 4: -0.006, -0.307, -0.075, 0.058


The ion C6H9O7S with charge -1 at a distorted geometry, computed with ωB97M-V/def2-TZVPD.

```
! RIJCOSX wB97M-V def2-TZVPD def2/J DEFGRID3
* xyz -1 1
C -1.180 -2.066 0.182
C -0.046 1.044 -0.162
C 0.633 0.323 0.966
C -1.444 0.500 -0.420
C 1.716 -0.627 0.382
C -1.299 -0.981 -0.935
O -0.276 -2.904 0.098
O -2.087 -1.921 0.982
O 1.235 -1.136 -0.879
O -0.111 2.434 0.165
O 1.304 1.149 1.864
O -1.988 1.339 -1.429
O 2.851 0.153 0.107
S -1.287 -1.206 -2.625
H 0.554 0.862 -1.074
H -0.152 -0.268 1.411
H -2.123 0.451 0.379
H 1.854 -1.457 1.067
H -1.000 2.757 -0.035
H 0.868 2.004 1.851
H -1.710 0.870 -2.255
H 3.107 0.580 0.965
H 0.582 -1.900 -0.603
*
```

Computed properties:
SMILES = O=C([O-])C(=S)[C@H](O)[C@@H](O)[C@H](O)C(O)O
frontier orbital gap = 8.4 eV
HOMO energy = -5.43 eV

Löwdin population analysis, charges in e, atoms 1 to 4: -0.756, -0.269, -0.276, -0.334


A structure of composition C34H43N6OP2STi, computed with ωB97M-V/def2-TZVPD.

```
! RIJCOSX wB97M-V def2-TZVPD def2/J DEFGRID3
* xyz 1 1
Ti -0.424 -1.492 -0.877
C -1.418 1.092 3.992
C -0.886 -0.177 4.200
C -0.874 -1.110 3.177
C -1.400 -0.790 1.920
C -1.953 0.472 1.729
C -1.955 1.411 2.755
N -1.361 -1.728 0.860
C -1.957 -2.978 1.092
C -2.864 -3.296 2.099
C -3.419 -4.568 2.132
C -3.086 -5.521 1.175
C -2.191 -5.213 0.162
C -1.635 -3.941 0.132
N -0.750 -3.447 -0.830
N -0.409 -4.309 -1.805
C 0.336 -3.684 -2.692
C 0.843 -4.370 -3.838
C 1.579 -3.700 -4.753
C 1.856 -2.316 -4.551
C 1.358 -1.705 -3.451
N 0.583 -2.339 -2.512
H -1.425 1.817 4.795
H -0.464 -0.436 5.162
H -0.458 -2.097 3.339
H -2.426 0.694 0.780
H -2.403 2.385 2.594
H -3.143 -2.561 2.841
H -4.124 -4.816 2.915
H -3.527 -6.507 1.220
H -1.913 -5.931 -0.595
H 0.615 -5.422 -3.930
H 1.968 -4.209 -5.625
H 2.464 -1.758 -5.248
H 1.581 -0.668 -3.244
C -0.470 2.624 -0.683
P -0.844 1.107 -1.621
C -0.029 1.476 -3.215
C -2.616 1.292 -2.076
C -3.050 0.109 -2.947
P -2.660 -1.491 -2.126
C -2.843 -2.719 -3.448
C -4.097 -1.779 -1.055
H -0.761 3.507 -1.253
H 0.603 2.668 -0.484
H -0.997 2.617 0.270
H -0.387 2.427 -3.613
H -0.215 0.690 -3.945
H 1.048 1.540 -3.059
H -2.769 2.242 -2.592
H -3.209 1.329 -1.159
H -2.517 0.122 -3.901
H -4.116 0.158 -3.180
H -3.834 -2.660 -3.897
H -2.688 -3.714 -3.029
H -2.084 -2.556 -4.214
H -5.014 -1.728 -1.644
H -4.131 -1.040 -0.254
H -4.017 -2.764 -0.595
C 4.019 4.284 -0.050
C 4.715 2.982 -0.434
C 3.758 1.817 -0.629
N 3.068 1.526 0.629
C 2.262 0.497 0.832
S 2.010 -0.663 -0.396
N 1.701 0.309 2.058
C 2.076 0.896 3.303
O 2.215 0.180 4.256
C 2.192 2.376 3.367
C 3.151 2.939 4.206
C 3.238 4.318 4.316
C 2.353 5.128 3.617
C 1.382 4.566 2.797
C 1.307 3.189 2.663
H 4.736 5.103 0.004
H 3.528 4.227 0.925
H 3.260 4.553 -0.788
H 5.462 2.711 0.318
H 5.259 3.114 -1.370
H 4.286 0.921 -0.954
H 3.015 2.055 -1.395
H 3.247 2.154 1.400
H 1.290 -0.609 2.178
H 3.813 2.290 4.764
H 3.988 4.761 4.958
H 2.416 6.204 3.716
H 0.683 5.202 2.269
H 0.546 2.732 2.042
*
```

Computed properties:
frontier orbital gap (spin up / spin down) = 6.3 / 6.3 eV
HOMO energy (spin up / spin down) = -9.04 / -9.04 eV
ΔE to the lowest compared entry with this formula, charge and spin = 0.00 kJ/mol

Löwdin population analysis, charges in e, atoms 1 to 4: 0.575, -0.079, -0.072, -0.048